1.
A cluster of 31 separate species, C12H81BrN6O31PS2 in total in a non-equilibrium geometry, computed with ωB97M-V with the def2-TZVPD basis set.

```
134
C12H81BrN6O31PS2 | OMol25 | ωB97M-V with the def2-TZVPD basis set
C 0.02 3.30 -1.60
C -1.13 2.92 -1.05
C -1.24 1.70 -0.18
N -1.29 1.82 1.22
C -1.38 0.51 1.59
N -1.50 0.22 2.91
Br -1.72 -1.43 3.71
P -1.46 1.62 4.02
N 0.04 2.12 4.02
N -1.35 -0.39 0.58
C -1.38 -1.85 0.44
C -0.92 -2.40 -0.94
C -0.69 -3.96 -0.93
S 0.81 -4.41 -1.88
C 2.28 -4.57 -0.84
S 3.70 -4.26 -1.60
N 2.34 -4.96 0.54
C 1.60 -6.22 0.75
C 1.15 -6.48 2.23
O 1.46 -5.40 3.13
C 0.88 -4.25 2.53
C 1.82 -3.82 1.37
N -1.29 0.41 -0.51
H 0.13 4.35 -1.94
H 0.90 2.65 -1.75
H -2.04 3.52 -1.22
H -2.31 2.66 3.59
H -1.81 1.24 5.34
H 0.56 1.53 3.37
H -2.44 -2.19 0.58
H -0.80 -2.39 1.22
H 0.02 -1.88 -1.22
H -1.75 -2.19 -1.66
H -0.61 -4.39 0.09
H -1.57 -4.44 -1.40
H 0.71 -6.37 0.09
H 2.30 -7.04 0.48
H 0.03 -6.54 2.21
H 1.49 -7.44 2.64
H 0.92 -3.43 3.28
H -0.19 -4.38 2.25
H 2.72 -3.35 1.84
H 1.39 -3.02 0.71
H -1.28 0.15 -1.50
O 2.60 -1.01 -2.48
H 2.79 -1.87 -2.08
H 3.43 -0.52 -2.39
O 4.20 1.83 -3.18
H 4.20 2.55 -2.53
H 3.44 2.03 -3.75
O 2.63 -9.31 1.58
H 2.76 -10.16 2.01
H 3.48 -8.87 1.67
O -4.63 1.23 4.69
H -5.26 0.60 4.33
H -3.77 0.92 4.37
O -2.96 1.94 -4.15
H -3.58 2.63 -3.87
H -2.34 1.88 -3.43
O 3.73 -9.14 4.28
H 3.22 -8.33 4.38
H 3.62 -9.60 5.12
O 2.99 1.14 4.19
H 2.36 1.81 4.47
H 3.60 1.06 4.94
O -0.74 1.76 7.66
H -0.35 1.78 6.78
H -0.72 2.68 7.95
O -4.92 4.16 -4.25
H -4.97 3.86 -5.17
H -5.41 4.99 -4.24
O -4.28 -3.03 -0.62
H -4.59 -3.69 -1.25
H -4.96 -2.35 -0.65
O -4.81 -2.82 2.51
H -4.47 -3.70 2.26
H -4.01 -2.33 2.72
O -3.35 5.28 0.00
H -3.87 6.09 0.05
H -3.50 4.85 0.85
O 5.31 3.70 -0.73
H 5.49 2.84 -0.33
H 6.13 4.19 -0.65
O -3.93 -5.24 3.87
H -4.54 -4.56 4.17
H -3.32 -5.36 4.60
O 3.43 -0.73 -5.15
H 2.93 -0.86 -4.33
H 3.43 -1.59 -5.58
O 2.95 -1.96 3.49
H 2.47 -1.13 3.62
H 2.85 -2.42 4.32
O 5.85 3.04 -5.74
H 5.36 2.89 -4.92
H 5.85 2.17 -6.16
O -6.10 1.08 7.72
H -5.71 1.10 6.84
H -6.08 2.00 8.01
O -6.37 2.05 -5.66
H -6.92 1.98 -4.87
H -6.40 1.16 -6.04
O -4.75 7.29 -4.46
H -4.37 7.30 -5.35
H -4.72 8.21 -4.18
O 7.84 5.69 -0.13
H 7.21 6.33 0.23
H 8.51 5.62 0.56
O 2.01 1.80 0.85
H 1.05 1.76 0.75
H 2.16 2.64 1.31
O 9.68 6.05 -2.70
H 9.19 5.92 -1.88
H 9.67 5.19 -3.13
O -9.11 1.08 7.18
H -9.22 0.29 6.64
H -8.16 1.22 7.21
O 4.75 5.70 -4.41
H 5.13 4.86 -4.70
H 5.52 6.25 -4.24
O -7.61 3.93 -7.44
H -7.30 3.14 -6.96
H -6.90 4.13 -8.05
O 6.85 -6.26 -0.56
H 6.12 -5.67 -0.76
H 6.84 -6.91 -1.28
O -3.11 6.81 -7.39
H -3.22 6.02 -7.93
H -2.16 6.95 -7.38
O 7.68 -6.10 -3.34
H 8.00 -6.06 -4.25
H 7.70 -5.18 -3.04
O -5.21 7.19 0.93
H -5.94 6.78 1.39
H -5.51 8.09 0.75
```

## Properties
E_HOMO ... -10.94 eV
Net charge ... +1
Kohn-Sham gap ... 6.690 eV


2.
A structure of composition C12H8F6MoN3O10SSbSe2, computed with ωB97M-V with the def2-TZVPD basis set.

```
44
C12H8F6MoN3O10SSbSe2 | OMol25 | ωB97M-V with the def2-TZVPD basis set
Mo -0.63 0.47 0.05
F 1.21 -0.19 0.80
Sb 2.23 -1.40 2.16
F 3.71 -1.07 1.09
F 1.71 -2.81 1.06
F 3.01 -2.47 3.44
F 2.53 0.23 3.06
F 0.50 -1.38 2.94
O 0.05 -0.09 -1.97
C -0.98 -0.66 -2.32
N -2.03 -0.58 -1.39
C -2.69 -1.70 -1.57
O -3.41 -2.32 -0.68
C -2.39 -2.34 -2.86
C -2.93 -3.43 -3.51
C -2.32 -3.79 -4.72
C -1.22 -3.11 -5.21
C -0.66 -2.02 -4.53
C -1.28 -1.65 -3.36
H -3.77 -3.98 -3.11
H -2.71 -4.63 -5.27
H -0.77 -3.43 -6.14
H 0.21 -1.50 -4.90
O -3.46 -1.62 0.55
Se -1.87 -1.73 1.51
O -2.09 -2.77 2.65
O -0.73 -1.83 0.34
O -1.81 -0.10 1.75
S -1.92 2.18 -0.94
C -0.54 3.08 -0.20
N -0.06 4.17 -0.89
C 0.78 5.07 -0.24
C 0.93 5.07 1.08
C 0.20 4.11 1.94
N -0.80 3.37 1.18
H -0.09 4.13 -1.89
H 1.28 5.78 -0.88
H 1.58 5.78 1.57
H -0.32 4.60 2.77
O 1.11 3.14 2.50
Se 0.19 1.88 3.30
O -1.08 2.15 1.78
O 0.45 1.91 -0.13
O -0.64 2.58 4.45
```

## Properties
E_HOMO (alpha / beta) ... -12.37 / -12.40 eV
Multiplicity ... 2
Net charge ... +1
Energy relative to the best compared isomer or geometry (same formula, charge and spin) ... 3.823 eV
Kohn-Sham gap (alpha / beta) ... 6.635 / 6.565 eV